The following is a quantum chemistry calculation of 2 unconnected molecules or ions with the total composition C2Cl2O3 in a non-equilibrium geometry, from the Open Molecules 2025 dataset.

Kohn-Sham gap (alpha / beta) (eV): 7.960 / 7.952
Energy (eV): -33259.2115
F_max (eV/Å): 3.07

```
7
C2Cl2O3 ωB97M-V/def2-TZVPD
C 1.065 -1.492 -0.705
C -1.887 0.394 0.638
O 1.483 -2.475 -0.317
O -1.828 -0.368 1.496
O 0.765 -0.587 -1.330
Cl -0.847 1.778 0.150
Cl 1.247 2.750 0.070
```

---

The following is a quantum chemistry calculation of 2 unconnected molecules or ions with the total composition C10H24NSi in a non-equilibrium geometry, from the Open Molecules 2025 dataset.

Kohn-Sham gap (alpha / beta) (eV): 6.592 / 8.479
Charge: +1
Energy (eV): -20118.2347
F_max (eV/Å): 1.60

```
36
C10H24NSi ωB97M-V/def2-TZVPD
C 2.689 0.866 0.032
C 2.498 -0.570 -0.430
C 1.604 1.769 -0.533
C 1.085 -1.122 -0.076
C 0.179 1.255 -0.175
C 0.868 -2.414 -0.867
C 0.977 -1.431 1.419
C -0.831 2.007 -1.040
C -0.135 1.515 1.298
C -2.390 -1.117 -0.382
N 0.107 -0.149 -0.525
Si -3.803 -0.043 0.239
H 2.714 0.924 1.120
H 3.657 1.222 -0.329
H 2.624 -0.620 -1.514
H 3.240 -1.221 0.029
H 1.706 2.781 -0.146
H 1.696 1.808 -1.620
H -0.062 -2.893 -0.572
H 1.678 -3.110 -0.671
H 0.841 -2.227 -1.939
H 1.510 -0.714 2.034
H 1.405 -2.411 1.613
H -0.064 -1.446 1.729
H -1.842 1.706 -0.773
H -0.675 1.811 -2.099
H -0.737 3.078 -0.880
H 0.683 1.241 1.953
H -1.020 0.960 1.593
H -0.331 2.574 1.438
H -2.251 -1.302 -1.434
H -1.980 -1.885 0.252
H -0.050 -0.248 -1.524
H -3.439 0.561 1.517
H -4.158 0.939 -0.778
H -4.813 -1.101 0.400
```

---

The following is a quantum chemistry calculation of a single C21H21N3O3S molecule in a non-equilibrium geometry, from the Open Molecules 2025 dataset.

Structure (SMILES): CCOC(=O)[C@@H]1c2c(n[nH]c2C(C)C)C(=O)N1c1ccc(-c2ccsc2)cc1
Kohn-Sham gap (eV): 8.408
Energy (eV): -43564.9041
F_max (eV/Å): 4.57

```
49
C21H21N3O3S ωB97M-V/def2-TZVPD
C -2.317 -4.146 1.530
C -1.684 -3.454 0.294
O -0.826 -2.407 0.759
C -0.195 -1.688 -0.222
O -0.240 -1.979 -1.412
C 0.688 -0.496 0.159
C 1.511 -0.919 1.348
C 1.094 -0.208 2.487
N 1.625 -0.696 3.588
N 2.432 -1.726 3.108
C 2.359 -1.920 1.720
C 2.996 -2.929 0.821
C 4.459 -2.633 0.661
C 2.802 -4.369 1.392
C 0.143 0.800 2.095
O -0.533 1.467 2.904
N -0.042 0.732 0.705
C -0.668 1.639 -0.176
C -0.836 2.958 0.293
C -1.354 3.961 -0.549
C -1.748 3.694 -1.860
C -2.141 4.804 -2.706
C -2.673 6.068 -2.265
C -2.884 6.967 -3.286
S -2.563 6.241 -4.866
C -2.031 4.755 -4.068
C -1.670 2.362 -2.278
C -1.175 1.377 -1.411
H -2.813 -3.340 2.102
H -3.036 -4.898 1.241
H -1.486 -4.596 2.106
H -2.438 -3.021 -0.331
H -1.159 -4.225 -0.329
H 1.313 -0.160 -0.647
H 2.975 -2.315 3.748
H 2.549 -2.858 -0.150
H 4.908 -3.347 -0.013
H 4.570 -1.641 0.227
H 4.913 -2.622 1.656
H 3.324 -5.106 0.731
H 3.130 -4.452 2.408
H 1.704 -4.574 1.352
H -0.552 3.286 1.286
H -1.401 4.982 -0.183
H -2.937 6.300 -1.229
H -3.287 7.962 -3.130
H -1.606 3.952 -4.574
H -2.040 2.067 -3.249
H -1.159 0.354 -1.789
```

---

The following is a quantum chemistry calculation of 2 unconnected molecules or ions with the total composition C2H5NO2 in a non-equilibrium geometry, from the Open Molecules 2025 dataset.

Kohn-Sham gap (eV): 9.802
Energy (eV): -7737.2188
F_max (eV/Å): 2.32

```
10
C2H5NO2 ωB97M-V/def2-TZVPD
C 0.125 -1.118 0.240
N 0.305 0.214 -0.280
C -1.287 1.451 -0.101
O 1.497 0.842 0.138
O -2.250 0.958 -0.492
H 1.183 1.604 0.654
H 0.247 0.414 -1.323
H -0.751 -1.563 -0.233
H -0.062 -1.038 1.311
H 0.993 -1.764 0.085
```

---

The following is a quantum chemistry calculation of a single C5H13NO molecule in a non-equilibrium geometry, from the Open Molecules 2025 dataset.

Structure (SMILES): C[C@H](CO)N(C)C
Kohn-Sham gap (eV): 9.768
Energy (eV): -8930.8941
F_max (eV/Å): 6.56

```
20
C5H13NO ωB97M-V/def2-TZVPD
C 0.268 0.277 1.715
C 0.683 0.415 0.268
C 0.218 1.878 -0.218
O 0.136 2.145 -1.491
N 0.096 -0.657 -0.717
C 0.523 -2.013 -0.351
C -1.383 -0.580 -0.807
H -0.658 0.845 1.983
H 0.949 0.702 2.397
H 0.001 -0.699 1.943
H 1.733 0.239 0.046
H 0.781 2.771 0.255
H -0.807 2.080 0.389
H 0.722 1.461 -2.023
H 0.996 -2.100 0.675
H 1.326 -2.360 -1.168
H -0.388 -2.698 -0.249
H -1.884 -0.553 0.253
H -1.659 0.268 -1.448
H -1.652 -1.421 -1.455
```

---

The following is a quantum chemistry calculation of a gas-phase ion, C5H9NO (charge +1) in a non-equilibrium geometry, from the Open Molecules 2025 dataset.

Spin multiplicity: 2
<S²>: 0.7622
Kohn-Sham gap (alpha / beta) (eV): 9.804 / 6.524
Charge: +1
Energy (eV): -8859.5391
F_max (eV/Å): 2.67

```
16
C5H9NO ωB97M-V/def2-TZVPD
O 1.329 -1.640 1.428
C 0.953 -1.622 0.292
C -0.516 -1.530 -0.084
C -0.791 -0.163 -0.766
C -0.170 0.982 -0.047
C 0.492 2.054 -0.655
N -0.402 1.088 1.240
H 1.664 -1.533 -0.548
H -1.093 -1.634 0.845
H -0.771 -2.352 -0.743
H -1.832 -0.122 -1.051
H -0.266 -0.239 -1.729
H 0.929 2.855 -0.067
H 0.889 2.013 -1.669
H 0.195 1.644 1.844
H -0.609 0.198 1.710
```

---

The following is a quantum chemistry calculation of a molecular structure, C11H4ClMnN2O2S2, from the Open Molecules 2025 dataset.

Spin multiplicity: 5
<S²>: 6.4383
Kohn-Sham gap (alpha / beta) (eV): 6.034 / 7.613
Energy (eV): -84060.1675
F_max (eV/Å): 0.69

```
23
C11H4ClMnN2O2S2 ωB97M-V/def2-TZVPD
Mn -1.009 0.965 -0.448
S -2.534 1.777 -2.067
C -2.769 0.112 -2.557
S -2.064 -0.907 -1.341
C -3.389 -0.299 -3.687
C -3.914 0.662 -4.608
N -4.331 1.435 -5.350
C -3.526 -1.693 -3.970
N -3.630 -2.822 -4.165
Cl 4.232 -0.701 4.372
C 3.159 -0.435 3.033
C 3.424 -1.071 1.802
C 2.607 -0.889 0.724
C 1.462 -0.056 0.810
O 0.709 0.107 -0.227
C 1.207 0.579 2.058
C 0.099 1.441 2.241
O -0.789 1.704 1.401
C 2.077 0.376 3.160
H 4.293 -1.711 1.721
H 2.808 -1.373 -0.222
H 0.008 1.927 3.220
H 1.870 0.872 4.101
```

---

The following is a quantum chemistry calculation of a molecular structure, C6H13AuO4PS2Te, from the Open Molecules 2025 dataset.

Kohn-Sham gap (eV): 7.467
Charge: -1
Energy (eV): -56573.4208
F_max (eV/Å): 0.13

```
28
C6H13AuO4PS2Te ωB97M-V/def2-TZVPD
Au 1.883 -1.304 -1.085
C -1.772 -0.383 -0.848
C -1.026 -0.227 0.456
O -1.003 -1.502 1.112
P 0.105 -2.096 2.106
O -0.104 -3.535 2.295
Te 2.336 -1.365 1.457
O -0.157 -1.338 3.514
C -0.145 0.084 3.612
C 0.579 0.478 4.880
H -1.841 0.582 -1.351
H -2.776 -0.772 -0.669
H -1.237 -1.068 -1.507
H -1.532 0.492 1.108
H -0.007 0.121 0.275
H -1.180 0.435 3.624
H 0.361 0.522 2.747
H 0.111 0.009 5.746
H 0.555 1.562 5.009
H 1.619 0.154 4.829
C 0.345 1.755 -5.525
O 0.755 0.485 -5.035
C 1.029 0.359 -3.723
S 0.895 1.624 -2.661
S 1.481 -1.269 -3.389
H 0.185 1.611 -6.592
H 1.115 2.506 -5.347
H -0.573 2.081 -5.037
```

---

The following is a quantum chemistry calculation of a molecular structure, C24H33B2MnN7O9P2S, from the Open Molecules 2025 dataset.

Spin multiplicity: 2
<S²>: 1.2226
Kohn-Sham gap (alpha / beta) (eV): 5.555 / 5.221
Charge: -2
Energy (eV): -116381.6334
F_max (eV/Å): 0.97

```
79
C24H33B2MnN7O9P2S ωB97M-V/def2-TZVPD
Mn -0.837 -0.302 -0.166
C -2.112 -1.512 -3.589
C -1.851 -0.043 -3.436
C -1.936 0.932 -4.453
C -1.557 2.115 -3.860
C -1.446 3.483 -4.453
N -1.272 1.843 -2.577
N -1.460 0.525 -2.297
B -0.687 2.769 -1.504
N -1.597 2.785 -0.278
N -1.845 1.634 0.416
C -2.657 1.977 1.410
C -3.212 0.994 2.385
C -2.918 3.362 1.371
C -2.223 3.835 0.282
C -2.143 5.228 -0.255
N 0.730 2.301 -1.119
N 0.942 1.034 -0.672
C 2.255 0.907 -0.522
C 2.904 -0.339 -0.013
C 2.902 2.107 -0.885
C 1.890 2.964 -1.255
C 1.977 4.379 -1.736
H -2.236 -1.740 -4.652
H -2.994 -1.841 -3.050
H -1.287 -2.103 -3.192
H -2.234 0.783 -5.482
H -1.785 3.449 -5.489
H -0.417 3.853 -4.443
H -2.054 4.215 -3.917
H -0.607 3.891 -1.954
H -3.399 0.027 1.928
H -4.150 1.380 2.796
H -2.523 0.805 3.209
H -3.546 3.929 2.043
H -2.762 5.878 0.365
H -2.501 5.293 -1.285
H -1.124 5.621 -0.247
H 2.204 -1.166 0.035
H 3.322 -0.170 0.983
H 3.736 -0.616 -0.669
H 3.963 2.317 -0.860
H 3.024 4.688 -1.735
H 1.418 5.064 -1.095
H 1.586 4.496 -2.749
C -1.624 -5.172 1.049
C -1.403 -4.337 -0.210
O -1.425 -5.245 -1.354
P 0.278 -3.562 -0.227
O 0.992 -4.511 -1.285
O 0.948 -3.913 1.171
O 0.416 -2.127 -0.537
P -2.809 -3.102 -0.532
O -3.718 -3.144 0.760
O -3.519 -3.795 -1.670
O -2.214 -1.752 -0.752
H -0.863 -5.954 1.118
H -2.613 -5.627 0.982
H -1.577 -4.557 1.947
H -2.249 -4.968 -1.824
H 0.251 -5.039 -1.677
H 1.278 -3.123 1.636
H -3.247 -2.636 1.510
S -1.743 -1.936 2.845
C -0.820 -0.906 1.789
N 0.325 -0.454 2.224
O 2.360 0.275 3.510
B 1.494 -0.669 2.807
O 2.254 -1.927 2.736
C 3.456 -1.693 3.309
C 4.514 -2.548 3.453
C 5.663 -2.064 4.093
C 5.719 -0.754 4.554
C 4.631 0.113 4.390
C 3.511 -0.372 3.772
H 4.453 -3.564 3.079
H 6.518 -2.716 4.221
H 6.618 -0.393 5.040
H 4.662 1.139 4.737
```

---

The following is a quantum chemistry calculation of 9 unconnected molecules or ions with the total composition C40H104Cl4N12O10P4 in a non-equilibrium geometry, from the Open Molecules 2025 dataset.

Structure (SMILES): CN(C)P(=O)(N(C)C)N(C)C.CN(C)P(=O)(N(C)C)N(C)C.CN(C)P(=O)(N(C)C)N(C)C.CN(C)P(=O)(N(C)C)N(C)C.CCOC(C)=O.CCOC(C)=O.CCOC(C)=O.ClCCCl.ClCCCl
Kohn-Sham gap (eV): 8.368
Energy (eV): -168774.0988
F_max (eV/Å): 2.82

```
174
C40H104Cl4N12O10P4 ωB97M-V/def2-TZVPD
C 13.526 15.918 14.084
N 13.245 14.898 13.115
C 12.519 13.742 13.697
P 13.015 15.232 11.474
O 12.934 14.011 10.687
N 11.733 16.332 11.421
C 11.472 16.913 10.157
C 10.490 15.862 12.121
N 14.296 16.119 10.953
C 15.414 15.271 10.571
C 14.455 17.602 11.064
H 14.227 15.550 14.854
H 12.570 16.217 14.501
H 13.886 16.749 13.566
H 12.082 12.999 13.019
H 11.741 14.111 14.351
H 13.247 13.244 14.346
H 11.269 16.099 9.454
H 10.666 17.657 9.993
H 12.354 17.372 9.841
H 9.862 16.730 12.325
H 9.900 15.065 11.601
H 10.776 15.416 13.044
H 15.801 15.477 9.582
H 16.224 15.389 11.292
H 15.114 14.205 10.581
H 13.794 18.022 11.778
H 14.313 18.111 10.108
H 15.489 17.739 11.373
C 21.726 10.136 15.258
N 21.057 11.470 15.179
C 19.700 11.324 14.656
P 21.194 12.605 16.407
O 20.082 12.490 17.389
N 22.734 12.442 17.071
C 22.878 11.706 18.350
C 23.931 12.737 16.264
N 21.046 14.031 15.569
C 20.765 15.168 16.429
C 20.875 14.205 14.120
H 21.892 9.720 14.272
H 21.238 9.472 15.953
H 22.814 10.246 15.585
H 19.099 12.248 14.733
H 19.146 10.583 15.253
H 19.806 10.905 13.624
H 21.882 11.541 18.807
H 23.372 10.710 18.271
H 23.360 12.358 19.044
H 23.549 13.482 15.542
H 24.730 13.159 16.833
H 24.332 11.880 15.733
H 21.248 16.064 16.037
H 19.709 15.428 16.439
H 21.039 14.976 17.462
H 19.845 14.478 13.807
H 21.122 13.242 13.630
H 21.481 15.012 13.717
C 12.659 15.687 17.306
N 11.874 15.412 18.513
C 11.804 16.540 19.336
P 10.691 14.201 18.608
O 9.228 14.345 18.327
N 11.458 12.985 17.687
C 12.749 12.550 18.162
C 10.594 11.879 17.187
N 10.866 13.869 20.250
C 12.176 13.840 20.953
C 9.783 13.190 20.980
H 13.574 16.184 17.605
H 12.133 16.334 16.616
H 12.987 14.809 16.772
H 12.792 16.711 19.836
H 11.060 16.414 20.146
H 11.511 17.457 18.770
H 13.165 11.828 17.397
H 13.417 13.357 18.274
H 12.540 12.018 19.110
H 10.431 11.098 17.922
H 9.606 12.322 17.022
H 10.982 11.395 16.319
H 12.118 14.503 21.791
H 12.405 12.825 21.274
H 12.999 14.152 20.282
H 8.779 13.052 20.485
H 9.422 13.763 21.809
H 10.087 12.222 21.375
C 15.324 17.726 21.651
N 15.335 16.271 22.065
C 14.275 15.860 23.057
P 15.827 15.176 20.938
O 14.947 14.750 19.771
N 17.212 15.897 20.320
C 18.414 16.195 21.045
C 17.422 15.851 18.820
N 16.071 13.862 22.064
C 17.103 13.805 23.111
C 15.866 12.616 21.373
H 14.303 18.097 21.479
H 15.869 17.757 20.726
H 15.806 18.284 22.450
H 13.384 16.379 22.781
H 14.568 16.171 24.023
H 14.131 14.805 22.955
H 18.868 17.140 20.771
H 18.304 16.222 22.133
H 19.176 15.415 20.803
H 17.955 16.804 18.567
H 18.074 15.024 18.505
H 16.470 15.812 18.331
H 17.059 14.649 23.778
H 16.967 12.912 23.717
H 18.162 13.632 22.733
H 16.693 12.207 20.726
H 14.970 12.808 20.756
H 15.659 11.814 22.116
C 13.322 10.912 10.369
C 12.340 10.094 11.134
O 12.820 9.896 12.528
C 12.102 9.203 13.388
C 12.508 9.383 14.846
O 11.142 8.560 13.085
H 13.247 11.906 10.768
H 13.116 11.005 9.314
H 14.268 10.429 10.505
H 11.327 10.544 11.223
H 12.220 9.132 10.708
H 12.686 10.450 14.973
H 13.444 8.889 15.124
H 11.742 8.961 15.454
C 17.758 12.848 9.384
C 18.545 11.693 9.969
O 18.196 10.432 9.407
C 17.436 9.530 10.067
C 17.230 8.352 9.147
O 17.041 9.629 11.191
H 16.680 12.648 9.387
H 18.142 13.131 8.389
H 17.971 13.688 10.014
H 19.653 11.857 9.749
H 18.428 11.650 11.053
H 16.154 8.179 9.140
H 17.738 7.494 9.480
H 17.449 8.536 8.110
C 15.740 12.558 13.060
C 16.497 13.768 13.617
O 17.052 13.699 14.945
C 16.190 13.362 15.960
C 16.894 12.755 17.152
O 14.976 13.474 15.865
H 16.391 11.692 13.050
H 15.239 12.811 12.091
H 14.884 12.306 13.693
H 17.365 13.988 13.001
H 15.814 14.628 13.582
H 17.969 12.952 17.253
H 16.838 11.641 16.931
H 16.303 12.915 18.060
Cl 17.189 5.987 12.330
C 17.367 7.496 13.138
C 15.974 8.078 13.569
Cl 16.285 9.418 14.732
H 17.913 8.201 12.542
H 17.899 7.330 14.062
H 15.425 7.317 14.096
H 15.395 8.454 12.726
Cl 18.528 16.699 12.289
C 17.341 17.252 13.507
C 17.963 17.001 14.849
Cl 19.355 18.100 15.125
H 16.437 16.632 13.340
H 17.101 18.254 13.187
H 18.352 15.987 14.960
H 17.313 17.150 15.695
```

---

The following is a quantum chemistry calculation of 2 unconnected molecules or ions with the total composition C3H7NO2 in a non-equilibrium geometry, from the Open Molecules 2025 dataset.

Kohn-Sham gap (eV): 5.368
Energy (eV): -8802.8136
F_max (eV/Å): 2.57

```
13
C3H7NO2 ωB97M-V/def2-TZVPD
O -2.459 0.448 -0.864
C -1.423 0.562 -0.274
N -0.515 1.546 -0.163
C 0.777 1.144 -0.641
O 1.451 -1.542 0.093
C -0.944 -0.606 0.673
H 1.522 1.698 -0.060
H 0.922 0.056 -0.534
H 0.866 1.518 -1.671
H 2.134 -2.070 0.519
H -0.491 -0.372 1.650
H -0.022 -1.165 0.398
H -1.818 -1.217 0.874
```